A 3-piece molecular cluster, C21H46NO6 overall in a non-equilibrium geometry. Source: the Open Molecules 2025 dataset; level of theory: ωB97M-V/def2-TZVPD.

Geometry as XYZ:
```
74
C21H46NO6 ωB97M-V/def2-TZVPD
C 3.7453 -1.9162 -2.3981
C 2.4344 -2.2026 -3.1300
C 1.7505 -3.4651 -2.6292
C 0.5029 -3.8324 -3.4448
C 0.3202 -5.3390 -3.6040
N -0.7088 -3.1895 -2.9168
C -1.5193 -3.6380 -2.0463
C -2.6389 -2.6887 -1.8325
C -1.8474 -1.3791 -2.1197
C -1.1320 -1.8526 -3.3775
H 3.8307 -0.8460 -2.2839
H 4.6094 -2.2635 -2.9543
H 3.7652 -2.4099 -1.4357
H 1.7837 -1.3568 -2.9131
H 2.5663 -2.2104 -4.2054
H 1.5191 -3.3945 -1.5707
H 2.4519 -4.2837 -2.7545
H 0.6409 -3.4351 -4.4399
H -0.7049 -5.5778 -3.8633
H 0.9357 -5.6505 -4.4384
H 0.6611 -5.8887 -2.7352
H -1.3735 -4.5724 -1.5318
H -3.2830 -2.8105 -2.7039
H -3.2104 -2.7850 -0.9235
H -1.1158 -1.3315 -1.3227
H -2.4365 -0.4851 -2.2207
H -1.7969 -1.9354 -4.2266
H -0.3207 -1.1706 -3.5938
C -5.7063 2.9677 2.9456
O -5.0887 1.7577 3.3370
C -5.9536 0.6354 3.3305
C -5.2576 -0.6027 2.8114
O -4.9567 -0.5854 1.4197
C -3.9221 0.2585 0.9521
C -2.5204 -0.1770 1.3241
O -2.2414 0.0324 2.6907
C -1.4707 -0.9863 3.2908
H -6.3112 3.3805 3.7588
H -4.9174 3.6770 2.6994
H -6.3363 2.8276 2.0610
H -6.8456 0.8305 2.7263
H -6.2731 0.4393 4.3618
H -5.9539 -1.4350 2.9351
H -4.3740 -0.8375 3.4059
H -4.0939 1.3002 1.2252
H -3.9938 0.2006 -0.1398
H -1.8015 0.4160 0.7380
H -2.3985 -1.2385 1.0637
H -1.8642 -1.9801 3.0470
H -1.5293 -0.8509 4.3687
H -0.4206 -0.9202 2.9839
C 4.1413 5.1785 3.1453
O 3.3655 4.4863 2.1876
C 3.2320 5.1628 0.9501
C 3.3141 4.2099 -0.2224
O 4.5965 3.6514 -0.4588
C 5.1016 2.6741 0.4351
C 4.4220 1.3248 0.3644
O 3.1160 1.3570 0.9256
C 2.1755 0.5815 0.2331
H 3.5657 5.9880 3.6057
H 4.4262 4.4658 3.9177
H 5.0527 5.5898 2.7000
H 3.9985 5.9366 0.8400
H 2.2474 5.6486 0.9283
H 3.0963 4.7937 -1.1203
H 2.5473 3.4355 -0.1538
H 5.1312 3.0448 1.4604
H 6.1368 2.5216 0.1203
H 5.0197 0.6027 0.9344
H 4.3817 0.9994 -0.6815
H 2.2246 0.7620 -0.8493
H 1.1849 0.8743 0.5829
H 2.3238 -0.4883 0.4352
```

Summary:
Total charge ... +1
Lowest unoccupied orbital energy ... -3.928 eV
Highest occupied orbital energy ... -10.77 eV
Multiplicity ... 1
Gap between HOMO and LUMO ... 0.2513 Ha
Strongest force on any atom ... 1.5 eV/Å
DFT total energy ... -1333.55329 a.u.

These are the Mulliken partial charges, in e, on atoms 1 to 8: number 1, C, carries -1.394; number 2, C, carries -0.025; number 3, C, carries -0.702; number 4, C, carries 0.077; number 5, C, carries -1.765; number 6, N, carries 0.325; number 7, C, carries 0.154; number 8, C, carries -1.112